Record 1
A structure of composition C41H46AsNO7W. Source: the OMol25 dataset; level of theory: the ωB97M-V functional and the def2-TZVPD basis.

Results
Orbital gap (spin up / spin down): 0.195 / 0.192 Eh
Energy: -121708.95301 eV
Multiplicity: 3
Charge: +4
Relative energy (zero: lowest compared OMol25 entry of this formula, charge and spin): 45.3 kcal per mole
E_HOMO (spin up / spin down): -17.90 / -17.90 eV

```
97
Properties=species:S:1:pos:R:3:mulliken_charge:R:1
W -0.163 0.175 -0.122 1.847
C -2.544 -0.482 1.784 -0.666
C -1.364 -0.864 2.681 -0.858
O -0.153 -0.814 1.868 -0.079
C 1.086 -0.917 2.604 -0.943
C 2.119 -0.295 1.689 -0.302
O 1.784 -0.671 0.310 -0.641
C 2.108 -2.089 0.054 -0.748
C 1.110 -2.612 -0.945 -0.019
O -0.173 -1.985 -0.657 -0.491
C -1.219 -2.841 -0.112 -0.596
C -2.474 -2.009 -0.151 -0.507
O -2.186 -0.690 0.390 -0.420
H -2.795 0.568 1.876 0.256
H -3.426 -1.077 2.011 0.655
H -1.442 -1.874 3.084 0.420
H -1.265 -0.153 3.502 0.491
H 1.267 -1.966 2.840 0.402
H 1.021 -0.355 3.537 0.474
H 3.139 -0.606 1.908 0.580
H 2.053 0.789 1.716 -0.077
H 2.057 -2.617 1.004 0.324
H 3.125 -2.130 -0.333 0.610
H 1.013 -3.695 -0.879 0.764
H 1.370 -2.338 -1.962 -0.452
H -0.936 -3.149 0.895 0.217
H -1.319 -3.719 -0.750 0.692
H -3.278 -2.474 0.418 0.817
H -2.813 -1.836 -1.168 -0.299
C 2.713 -2.675 -5.080 -0.753
C 1.347 -2.876 -5.214 -0.960
C 0.448 -2.043 -4.555 -0.360
C 0.926 -1.004 -3.763 -0.131
C 2.300 -0.794 -3.638 -0.283
C 3.190 -1.628 -4.297 -0.859
As -0.313 0.156 -2.844 2.813
C -0.254 1.845 -3.763 0.171
C 0.779 2.762 -3.876 -0.563
C 0.586 3.912 -4.632 -1.004
C -0.629 4.128 -5.267 -1.238
C -1.651 3.192 -5.176 -0.646
C -1.473 2.035 -4.427 0.202
C -2.449 0.926 -4.329 0.662
C -3.677 0.881 -4.978 -0.591
C -4.466 -0.259 -4.905 -1.115
C -4.027 -1.381 -4.213 -1.003
C -2.806 -1.351 -3.552 -0.832
C -2.043 -0.192 -3.590 0.239
H 3.408 -3.322 -5.599 0.470
H 0.975 -3.674 -5.842 0.493
H -0.613 -2.195 -4.694 0.454
H 2.692 0.029 -3.053 0.927
H 4.256 -1.462 -4.216 0.526
H 1.752 2.596 -3.428 0.690
H 1.387 4.630 -4.741 0.543
H -0.775 5.021 -5.859 0.459
H -2.577 3.365 -5.709 0.513
H -4.018 1.723 -5.567 0.491
H -5.416 -0.285 -5.421 0.482
H -4.625 -2.282 -4.207 0.510
H -2.443 -2.253 -3.074 0.600
C 5.647 1.868 -3.442 -1.108
O 4.582 1.828 -2.449 -0.106
C 4.845 2.164 -1.199 0.750
C 6.104 2.495 -0.705 -0.701
C 6.233 2.861 0.613 -0.906
C 5.103 2.913 1.474 -1.118
C 3.856 2.594 1.021 -0.209
C 3.676 2.201 -0.328 1.136
N 2.509 1.880 -0.922 1.285
C 1.136 1.989 -0.504 -0.525
C 0.805 3.066 0.483 -0.204
C 1.355 4.341 0.597 -0.138
C 0.783 5.241 1.483 -1.015
C -0.339 4.895 2.238 -0.871
C -0.921 3.643 2.112 -1.221
C -0.317 2.768 1.229 0.348
O -0.819 1.507 0.964 0.991
H 6.413 1.137 -3.190 0.425
H 6.062 2.872 -3.491 0.488
H 5.170 1.614 -4.382 0.331
H 6.970 2.475 -1.351 0.564
H 7.206 3.128 1.003 0.481
H 5.239 3.226 2.500 0.516
H 3.008 2.693 1.680 0.379
H 2.636 1.639 -1.897 -0.203
H 0.590 2.267 -1.419 -0.338
H 2.208 4.638 0.000 0.630
H 1.203 6.233 1.581 0.513
H -0.768 5.617 2.920 0.526
H -1.806 3.369 2.670 0.592
C -3.396 1.845 -1.198 -0.898
O -1.961 1.914 -1.365 0.181
H -3.891 2.317 -2.045 0.358
H -3.701 2.333 -0.272 0.325
H -3.666 0.793 -1.178 0.196
H -1.721 2.832 -1.544 0.186
```

---

Record 2
A structure of composition C41H46BrCl5CuN5OPTe. Source: the OMol25 dataset; level of theory: the ωB97M-V functional and the def2-TZVPD basis.

Results
Orbital gap (spin up / spin down): 0.262 / 0.253 Eh
Energy: -246638.40696 eV
Multiplicity: 2
Charge: 0
Relative energy (zero: lowest compared OMol25 entry of this formula, charge and spin): 0.0 kcal per mole
E_HOMO (spin up / spin down): -7.42 / -7.35 eV

```
102
Properties=species:S:1:pos:R:3:mulliken_charge:R:1
Cu 0.691 -0.036 -0.503 -1.142
Cl 5.905 1.934 3.769 -0.201
C 4.967 1.181 2.534 0.184
C 3.950 0.285 2.859 0.067
Cl 3.628 -0.076 4.514 -0.193
C 3.187 -0.307 1.861 0.783
Cl 1.929 -1.429 2.236 -0.043
C 3.384 -0.028 0.498 -1.262
O 2.611 -0.508 -0.406 -0.266
C 4.448 0.858 0.196 0.661
Cl 4.722 1.245 -1.468 -0.213
C 5.217 1.453 1.187 0.188
Cl 6.460 2.568 0.759 -0.187
N 3.790 9.091 3.810 -0.499
C 3.419 8.232 3.146 -0.027
C 2.947 7.155 2.312 0.475
C 2.639 7.396 0.977 -0.882
C 2.189 6.364 0.174 -0.640
C 2.033 5.093 0.710 0.879
C 2.332 4.848 2.044 -0.042
C 2.796 5.877 2.841 -1.046
N 1.578 4.033 -0.118 0.449
C 0.796 4.132 -1.256 -0.398
C 0.575 2.860 -1.669 -1.362
N 1.217 1.980 -0.824 1.421
C 1.788 2.714 0.096 -0.592
H 2.767 8.387 0.566 0.451
H 1.990 6.548 -0.872 0.418
H 2.192 3.866 2.474 0.527
H 3.034 5.692 3.879 0.461
H 0.460 5.074 -1.645 0.426
H 0.013 2.516 -2.519 0.485
H 2.409 2.336 0.889 0.151
Br 0.810 -1.441 -7.201 -0.153
C 0.774 -1.097 -5.352 -0.033
C -0.354 -1.416 -4.614 -0.692
C -0.326 -1.151 -3.256 -0.547
N 0.721 -0.598 -2.647 0.969
C 1.803 -0.305 -3.367 -0.252
C 1.877 -0.539 -4.732 -0.598
H -1.221 -1.865 -5.075 0.528
H -1.159 -1.408 -2.613 0.359
H 2.634 0.112 -2.813 -0.057
H 2.773 -0.297 -5.285 0.512
C 1.373 -4.321 -2.832 -0.865
Te 1.389 -3.611 -0.816 0.177
C 0.494 -5.499 -0.365 -1.218
C 0.799 -6.392 -1.542 0.499
C 0.652 -7.773 -1.458 -0.664
C 0.925 -8.583 -2.548 -0.540
C 1.348 -8.013 -3.741 -0.555
C 1.495 -6.639 -3.833 -0.655
C 1.224 -5.820 -2.740 0.452
H 2.299 -4.037 -3.329 0.557
H 0.541 -3.871 -3.375 0.294
H -0.580 -5.371 -0.232 0.411
H 0.910 -5.892 0.561 0.583
H 0.327 -8.216 -0.524 0.422
H 0.816 -9.656 -2.466 0.390
H 1.571 -8.639 -4.595 0.389
H 1.831 -6.192 -4.761 0.433
C -4.387 -1.553 2.132 -1.887
C -3.260 -1.547 1.091 2.321
C -2.282 -2.698 1.391 -1.922
C -3.860 -1.864 -0.288 -1.609
P -2.268 0.045 0.934 -1.081
N -0.975 -0.319 0.145 2.078
C -1.909 0.711 2.666 2.629
C -3.043 1.474 3.357 -1.942
C -0.650 1.595 2.583 -1.782
C -1.502 -0.458 3.575 -1.743
C -3.291 1.338 -0.009 2.653
C -4.782 1.413 0.331 -1.972
C -2.674 2.724 0.234 -1.986
C -3.142 1.074 -1.519 -1.858
H -4.990 -2.454 1.986 0.519
H -5.058 -0.702 2.049 0.285
H -4.011 -1.585 3.153 0.274
H -2.795 -3.643 1.193 0.603
H -1.959 -2.715 2.428 0.284
H -1.404 -2.637 0.746 0.124
H -4.250 -2.884 -0.262 0.660
H -3.100 -1.812 -1.068 -0.060
H -4.687 -1.209 -0.554 0.336
H -3.273 2.426 2.884 0.327
H -2.736 1.691 4.384 0.514
H -3.961 0.892 3.413 0.233
H -0.784 2.506 2.007 0.263
H 0.170 1.024 2.142 -0.235
H -0.364 1.881 3.599 0.651
H -2.345 -1.077 3.874 0.349
H -1.066 -0.042 4.487 0.593
H -0.746 -1.087 3.108 -0.009
H -4.969 1.702 1.363 0.264
H -5.306 0.481 0.137 0.349
H -5.239 2.175 -0.309 0.518
H -2.815 3.086 1.249 0.167
H -3.163 3.437 -0.436 0.667
H -1.608 2.729 0.006 0.203
H -3.855 0.339 -1.887 0.295
H -2.136 0.732 -1.756 0.202
H -3.326 2.007 -2.057 0.550
```